# 1
Density functional theory data (ωB97M-V/def2-TZVPD) for a structure of composition C16H20Cl2I2N5O3Sn.

```
49
Properties=species:S:1:pos:R:3:forces:R:3:nbo_charge:R:1
Sn -1.400272 -1.121917 0.157217 -0.048 0.318 1.275 1.309
Cl -1.200028 3.118225 -3.167642 0.002 0.077 0.001 0.067
C -1.529266 3.278850 -1.487769 0.048 -0.327 0.186 -0.071
C -2.165093 4.435907 -1.006139 -0.077 0.201 0.027 -0.237
C -2.354029 4.608185 0.335567 0.065 -0.054 -0.206 -0.015
Cl -3.055263 6.077195 0.895460 -0.051 0.054 0.054 0.057
C -1.989226 3.600409 1.264112 0.071 -0.235 -0.079 -0.052
C -2.150570 3.700463 2.662168 -0.048 -0.065 0.115 -0.120
C -1.842726 2.629639 3.451688 -0.057 0.074 0.058 -0.252
C -1.366054 1.447898 2.856582 -0.008 0.060 -0.203 0.078
N -1.143887 1.341324 1.563828 0.012 -0.218 0.034 -0.488
C -1.430291 2.398972 0.762266 -0.056 0.186 0.082 0.098
C -1.150879 2.285327 -0.622907 0.080 0.149 -0.200 0.283
O -0.435357 1.186903 -1.077749 0.065 -0.006 0.006 -0.563
H -2.476351 5.197960 -1.706257 0.029 0.018 0.012 0.258
H -2.523122 4.618785 3.094693 -0.058 -0.013 -0.033 0.243
H -1.981459 2.662764 4.522813 0.026 0.028 0.002 0.242
H -1.162083 0.569286 3.458179 -0.011 -0.025 0.052 0.241
N 1.421230 -0.422522 1.425196 0.101 -0.345 0.109 -0.853
C 1.465376 -1.652588 2.235728 -0.110 0.050 0.295 -0.164
C 2.565420 -1.690329 3.299250 -0.019 0.083 -0.205 -0.429
C 3.985533 -1.400233 2.802019 -0.183 -0.198 0.054 -0.416
C 4.634040 -2.533168 2.002939 -0.065 0.445 0.155 -0.230
N 3.965575 -2.813435 0.730860 -0.026 -0.214 0.023 -0.561
C 4.026063 -2.057447 -0.356560 -0.039 -0.128 -0.263 0.673
N 4.744380 -0.927316 -0.352773 0.042 0.080 0.010 -0.787
N 3.378253 -2.412962 -1.460817 0.604 -0.057 0.027 -0.766
C 0.058013 -1.699617 2.871777 0.570 0.208 0.197 0.802
O -0.111723 -1.370019 4.030583 -0.062 -0.202 -0.345 -0.621
O -0.861070 -2.027318 2.020830 -0.804 0.260 -0.522 -0.895
H 2.304698 -0.290149 0.944064 0.067 -0.048 0.050 0.355
H 1.303048 0.368179 2.056149 -0.011 0.059 -0.121 0.379
H 1.529578 -2.495193 1.546414 -0.025 0.050 0.003 0.201
H 2.532527 -2.666893 3.790711 0.024 0.020 0.050 0.222
H 2.301464 -0.957560 4.062912 -0.002 -0.019 0.036 0.244
H 4.617163 -1.213636 3.672159 0.074 0.008 -0.048 0.239
H 3.993586 -0.480823 2.210393 0.049 0.061 0.079 0.189
H 4.607292 -3.449659 2.588613 0.049 -0.069 -0.097 0.237
H 5.684565 -2.299387 1.809972 0.017 -0.150 -0.013 0.204
H 3.359760 -3.617483 0.692553 0.004 -0.021 -0.080 0.428
H 5.398297 -0.743809 0.388068 -0.013 0.025 -0.005 0.422
H 4.852511 -0.410180 -1.209258 0.012 0.017 -0.013 0.428
H 2.673305 -3.133387 -1.437558 -0.012 -0.044 0.144 0.432
H 3.286992 -1.769195 -2.230362 -0.002 0.154 0.061 0.424
I 1.926612 0.686541 -2.811867 -0.100 0.172 -0.062 0.078
C 0.963068 1.414746 -1.042041 0.115 0.027 0.010 -0.185
H 1.401458 0.868088 -0.216415 -0.141 0.098 -0.190 0.215
H 1.192451 2.475473 -0.982854 -0.066 0.019 -0.108 0.214
I 0.177192 -2.855197 -1.246795 -0.033 -0.562 -0.413 -0.560
```
Forces are in eV/Å.

2S+1   1
LUMO   -3.0 eV
Charge   +1
Relative energy (zero: lowest compared OMol25 entry of this formula, charge and spin)   35.0 kcal per mole
HOMO-LUMO gap   8.4 eV

***

# 2
Density functional theory data (ωB97M-V/def2-TZVPD) for a cluster of 9 separate species, ClH16O8 in total.

```
25
Properties=species:S:1:pos:R:3:forces:R:3:nbo_charge:R:1
Cl -3.276830 9.466102 30.055097 0.427 -0.236 -0.245 -0.925
O -1.395657 12.041019 28.732038 0.014 0.418 -0.217 -0.955
H -0.440699 12.101073 28.706167 0.198 0.048 -0.028 0.458
H -1.573387 11.280072 29.284840 -0.369 -0.537 0.275 0.492
O -4.671475 10.385612 27.121191 -0.384 0.250 -0.554 -0.955
H -3.929498 10.426054 27.724572 0.303 -0.035 0.456 0.494
H -5.062368 9.526192 27.278764 -0.028 -0.139 0.164 0.458
O -3.133622 7.280252 27.517465 0.173 -0.458 -0.488 -0.958
H -4.037882 7.428514 27.240769 -0.150 -0.027 -0.007 0.456
H -2.991929 7.911565 28.222879 0.038 0.424 0.552 0.492
O -0.975965 8.213604 32.685337 0.156 -0.096 0.369 -0.939
H -0.291343 7.583909 32.459462 0.128 -0.165 -0.068 0.454
H -1.136677 8.694817 31.873649 -0.378 0.238 -0.346 0.484
O -4.918132 6.497380 30.907176 -0.293 -0.467 -0.051 -0.954
H -4.667121 6.309978 31.811668 0.062 0.067 0.238 0.464
H -4.304679 7.175155 30.623394 0.295 0.421 -0.204 0.485
O -3.727772 12.319718 31.400468 -0.207 0.704 0.456 -0.970
H -3.370798 12.833577 30.676071 0.102 0.045 -0.248 0.464
H -3.488705 11.416059 31.194374 0.066 -0.585 -0.166 0.491
O -6.490914 9.412188 30.250379 -0.837 -0.132 0.118 -0.966
H -5.539673 9.392431 30.355169 0.611 0.007 -0.077 0.488
H -6.636060 9.960218 29.479129 0.094 0.236 -0.135 0.461
O -4.199160 9.384472 33.082857 -0.052 -0.114 0.782 -0.964
H -4.988521 9.924638 33.046006 -0.205 0.160 -0.088 0.466
H -4.022744 9.154759 32.170528 0.236 -0.027 -0.490 0.481
```
Forces are in eV/Å.

2S+1   1
LUMO   3.0 eV
Charge   -1
Relative energy (zero: lowest compared OMol25 entry of this formula, charge and spin)   11.5 kcal per mole
HOMO-LUMO gap   10.0 eV

***

# 3
Density functional theory data (ωB97M-V/def2-TZVPD) for the molecule C18H24FN5O2S.

```
51
Properties=species:S:1:pos:R:3:forces:R:3:nbo_charge:R:1
C 1.922217 4.672173 -1.160031 -0.059 -0.196 -0.087 -0.612
C 2.114718 3.175119 -1.366106 0.229 0.066 0.113 -0.393
C 2.813791 2.500592 -0.183903 -0.344 -0.017 -0.038 -0.404
C 1.924135 2.345017 1.050070 0.595 0.433 -0.057 -0.233
N 0.911530 1.319738 0.866415 -0.040 -0.600 -0.007 -0.439
C -0.421447 1.606700 0.863164 -0.409 -0.117 0.169 0.302
S -0.976419 3.149027 0.661965 -0.269 0.558 -0.089 -0.232
N -1.227970 0.517240 1.034089 0.948 -0.075 0.375 -0.599
C -2.586408 0.320046 0.817762 -0.631 0.034 -0.148 0.146
C -3.136130 -0.866026 1.310897 0.129 0.245 -0.062 -0.220
C -4.466765 -1.168611 1.108590 -0.256 0.107 -0.149 -0.269
C -5.251993 -0.275618 0.401539 0.129 0.021 -0.002 0.371
F -6.554969 -0.567100 0.195697 0.044 0.017 0.025 -0.327
C -4.731175 0.900097 -0.104782 -0.224 -0.345 0.108 -0.250
C -3.397240 1.196866 0.100425 0.086 -0.013 -0.021 -0.232
C 1.370633 -0.022279 0.799565 -0.073 0.040 -0.077 -0.171
C 1.143207 -0.765192 -0.341882 -0.004 0.462 0.365 0.473
N 0.438916 -0.238111 -1.378781 0.279 -0.172 0.012 -0.789
N 1.544780 -2.073598 -0.422954 0.018 0.053 -0.156 -0.444
C 1.106447 -2.938031 -1.509395 -0.313 -0.313 -0.318 -0.230
C -0.391120 -3.248469 -1.429305 0.116 -0.035 0.136 -0.414
C -0.748899 -3.964375 -0.132665 0.008 0.045 -0.210 -0.609
C 2.297172 -2.673399 0.584566 0.077 0.201 0.079 0.800
O 2.692044 -3.811597 0.505328 0.088 -0.338 0.042 -0.616
N 2.555652 -1.876554 1.661703 0.269 -0.115 0.382 -0.637
C 2.109857 -0.573871 1.904520 -0.204 -0.172 -0.314 0.646
O 2.363333 -0.030620 2.958605 0.030 0.069 0.145 -0.605
H 1.505647 5.123240 -2.057321 -0.045 0.131 -0.052 0.210
H 2.871963 5.154249 -0.940320 0.123 0.092 0.004 0.198
H 1.234550 4.862453 -0.341344 -0.067 0.065 0.097 0.220
H 2.711926 3.010688 -2.266634 -0.059 -0.047 -0.039 0.199
H 1.134765 2.719287 -1.528491 -0.044 -0.043 -0.068 0.184
H 3.174191 1.511212 -0.481991 0.095 -0.003 0.046 0.197
H 3.684406 3.094165 0.098141 0.108 -0.028 0.016 0.211
H 1.410973 3.279987 1.272303 0.086 -0.133 0.047 0.243
H 2.532796 2.061879 1.913027 -0.121 0.019 -0.055 0.229
H -0.764110 -0.279462 1.456929 -0.006 0.124 -0.204 0.402
H -2.511900 -1.554980 1.862570 0.071 -0.076 0.076 0.208
H -4.896944 -2.080366 1.491094 -0.061 -0.085 0.033 0.231
H -5.366644 1.575671 -0.654433 -0.085 0.058 -0.061 0.229
H -2.990213 2.114091 -0.288619 -0.015 -0.034 0.011 0.253
H 0.507435 -0.665327 -2.285611 -0.010 -0.005 0.013 0.404
H 0.334208 0.765539 -1.370099 -0.010 -0.015 0.004 0.423
H 1.677040 -3.862961 -1.395366 -0.048 0.227 -0.128 0.263
H 1.369633 -2.492479 -2.473460 0.074 -0.034 0.064 0.192
H -0.977082 -2.330541 -1.507793 -0.023 -0.055 -0.101 0.210
H -0.644118 -3.884506 -2.278694 -0.016 0.048 -0.077 0.215
H -0.544983 -3.331289 0.728555 -0.006 0.035 0.153 0.195
H -0.167596 -4.876713 -0.026388 0.041 -0.112 0.076 0.217
H -1.805111 -4.219524 -0.123667 -0.093 -0.021 0.076 0.220
H 3.101249 -2.303500 2.402493 -0.110 0.047 -0.146 0.434
```
Forces are in eV/Å.

2S+1   1
SMILES   CCCCN(C(=S)Nc1ccc(F)cc1)c1c(N)n(CCC)c(=O)[nH]c1=O
LUMO   0.4 eV
Relative energy (zero: lowest compared OMol25 entry of this formula, charge and spin)   3.8 kcal per mole
HOMO-LUMO gap   8.6 eV